No. 1
DFT (ωB97M-V with the def2-TZVPD basis set) results for a cluster of 2 separate species, C7H12Cl2N3 in total.

The geometry in XYZ format:
```
24
Properties=species:S:1:pos:R:3:forces:R:3
H 0.063731 0.086835 -1.406309 -0.510 0.670 1.377
C -1.906356 -1.031898 -0.309419 -3.519 -0.036 3.328
C 0.946730 0.706388 0.636220 -0.453 -0.491 -0.201
H 1.825287 -0.839889 1.674860 -0.901 -0.234 -0.447
H -4.608921 -1.042141 2.145051 1.511 0.459 -1.089
N 0.923996 -0.707706 1.179945 0.789 0.953 -0.318
N -1.897800 1.025519 1.130597 -3.180 -1.744 1.701
N -1.457787 0.218922 0.190204 0.331 -2.399 -2.950
H 5.355475 0.720466 -2.779465 -0.142 0.024 0.181
C -3.023732 0.613246 1.864569 0.723 -2.535 -2.353
H -3.401642 1.293837 2.707493 0.764 -1.147 -1.599
C -0.205669 0.736717 -0.511971 1.365 1.435 0.854
H 0.663966 1.386794 1.519760 0.338 -0.814 -1.613
Cl 3.535907 2.031256 -2.049738 -0.037 0.046 -0.092
H 0.868130 -1.392636 0.411565 0.496 0.461 0.487
C 4.349950 0.506322 -2.421064 0.112 -0.078 -0.259
C -3.698529 -0.730397 1.525726 1.764 0.056 -1.592
H 1.976307 1.009895 0.230819 -1.672 -0.311 0.277
C -3.177864 -1.636738 0.393525 2.271 4.497 1.340
H -0.383672 1.812182 -0.890909 0.062 -1.798 0.745
H 3.786889 -0.016378 -3.192493 0.022 0.086 0.189
H -3.628921 -2.635481 0.095125 0.677 1.601 0.502
Cl 4.457093 -0.525813 -0.989367 -0.013 -0.083 -0.020
H -1.362569 -1.589303 -1.154725 -0.799 1.382 1.552
```
Forces are in eV/Å.

As for the HOMO energy: -12.95 eV. For the energy above the lowest of the compared OMol25 structures with the same formula, charge and spin, the calculation gives 41.48 kcal per mole. The energy comes out at -1358.20019 a.u. As for the total charge: +1. Its orbital gap is 8.0 eV. For the LUMO energy, the calculation gives -4.9 eV.

Atom charges from the natural (NBO) analysis, given in e for atoms 1 to 4: atom 1 (H): 0.228, atom 2 (C): 0.067, atom 3 (C): -0.242, atom 4 (H): 0.387

=====

No. 2
DFT (ωB97M-V with the def2-TZVPD basis set) results for the ion C7H12Cl2NO with charge +1.

The geometry in XYZ format:
```
23
Properties=species:S:1:pos:R:3:forces:R:3
C 0.744634 -0.495965 0.954537 3.147 1.004 -1.469
N -0.108068 -0.004237 -0.203015 0.083 0.261 0.819
H -0.329987 -0.863526 -0.831845 0.797 1.789 0.532
Cl -2.269247 -2.102675 -0.558701 -0.141 0.817 0.420
H -0.856718 2.247961 -2.370193 -0.307 0.311 1.025
C -0.851478 2.078119 -1.271871 1.231 -0.377 1.705
H -0.925997 2.948171 -0.542130 0.331 -0.330 -1.693
H 1.097144 0.949787 -1.679112 -0.240 0.240 0.360
C 1.720539 -1.414326 0.286099 0.142 -1.200 -0.843
H 0.121998 -1.058576 1.576878 -0.824 -0.526 1.342
C -1.438446 0.439508 0.253204 -1.139 0.846 -2.168
C 3.046441 -1.447881 0.280312 1.462 -0.634 0.943
C 0.468136 1.263341 -0.831926 -1.113 -0.240 -2.300
Cl -3.941433 0.033240 0.717104 -0.621 -0.570 0.473
H -1.916318 -1.219257 1.674472 -2.052 1.426 -2.582
H -1.273501 1.132263 1.059760 -0.132 0.041 0.869
H 1.403135 0.300756 1.435862 -1.774 -0.568 -0.357
H 3.675680 -0.829781 0.925139 -0.567 0.489 -0.093
H 1.164359 -2.137432 -0.311637 0.369 -0.342 -0.073
C -2.403392 -0.730320 0.633185 2.820 -0.475 1.687
H 1.032895 1.902365 -0.170939 0.229 -0.582 0.667
O -1.911830 1.231539 -0.881946 -0.052 -2.090 0.882
H 3.751452 -2.223068 -0.143230 -1.649 0.709 -0.146
```
Forces are in eV/Å.

As for the HOMO energy: -14.29 eV. The energy comes out at -1323.96040 a.u. As for the total charge: +1. Its orbital gap is 11.6 eV. For the LUMO energy, the calculation gives -2.6 eV.

Atom charges from the natural (NBO) analysis, given in e for atoms 1 to 4: atom 1 (C): -0.253, atom 2 (N): -0.422, atom 3 (H): 0.484, atom 4 (Cl): 0.008

=====

No. 3
DFT (ωB97M-V with the def2-TZVPD basis set) results for the molecule C7H12ClFO.

The geometry in XYZ format:
```
22
Properties=species:S:1:pos:R:3:forces:R:3
C -0.433985 1.246553 -0.327799 -0.033 -0.183 1.792
H -1.105230 -2.263373 -0.049646 -0.609 -0.078 1.368
C -1.253226 -1.883469 1.009262 -0.900 0.697 -1.359
C 0.176563 -0.135238 0.010127 -0.284 1.676 -2.832
H 0.995323 -0.440995 -1.913520 0.532 0.151 -0.767
H 1.675955 -1.187682 1.372097 0.022 -0.241 0.674
H -1.554450 2.353720 -1.875909 0.361 0.112 -0.374
C -0.189740 -0.798570 1.220338 -1.609 0.022 3.797
O 0.898607 -1.441766 1.894567 0.639 0.527 -0.726
H -2.216173 -1.337519 1.123597 0.262 -0.648 -0.634
H -0.695371 -0.021595 1.952521 1.229 -1.339 -1.170
H -1.280433 -2.672487 1.766788 0.510 0.158 -0.219
Cl 0.775078 2.157650 2.006350 0.373 0.435 -1.023
H -1.069675 0.552091 -2.178918 -0.520 1.496 -0.051
H 1.005826 -1.849970 -0.896786 -0.045 -2.289 0.062
F 1.955675 2.217148 -0.340552 -1.750 -0.513 0.442
H 0.275173 1.686894 -2.236069 -2.253 0.807 0.062
C 0.688344 2.153150 0.216126 0.687 -0.201 1.094
C -0.798087 1.583698 -1.788853 2.882 -3.149 0.247
H -1.276548 1.452990 0.438618 1.159 -0.403 -1.448
C 1.159623 -0.831156 -0.934200 1.665 3.836 2.818
H 2.266749 -0.540071 -0.468137 -2.317 -0.875 -1.753
```
Forces are in eV/Å.

As for the HOMO energy (spin up / spin down): -8.30 / -7.85 eV. The energy comes out at -909.04986 a.u. As for the total charge: 0. Its orbital gap (spin up / spin down) is 8.5 / 8.0 eV. For the LUMO energy (spin up / spin down), the calculation gives 0.2 / 0.1 eV.

Atom charges from the natural (NBO) analysis, given in e for atoms 1 to 4: atom 1 (C): -0.360, atom 2 (H): 0.199, atom 3 (C): -0.607, atom 4 (C): 0.134

=====

No. 4
DFT (ωB97M-V with the def2-TZVPD basis set) results for a cluster of 2 separate species, C7H12ClN5O2 in total.

The geometry in XYZ format:
```
27
Properties=species:S:1:pos:R:3:forces:R:3
C 0.733525 0.559090 1.743075 1.833 3.481 -1.036
H -0.050418 0.873413 -1.661426 -0.040 1.313 0.757
N -0.277787 1.110532 0.882806 -0.449 -0.391 -1.075
C 0.403376 1.879182 -1.342648 -2.043 -1.292 -2.985
H -0.834520 2.973888 -0.027584 0.792 -0.556 0.566
N -1.474423 0.513762 0.725210 0.273 -2.367 -0.362
N -1.122158 -3.835027 -0.907459 0.013 0.538 -1.992
O 2.121052 -0.514219 0.054025 -1.652 0.488 -0.836
C -1.362510 -1.450280 0.050311 -0.139 2.043 1.639
H 2.819363 0.127597 1.722351 0.979 0.228 1.307
H 0.911501 2.676664 0.522373 -0.177 0.902 0.304
H -1.978010 -4.525812 0.784125 -0.221 -0.282 0.764
C -0.807524 -2.745602 -1.672347 0.371 -0.786 2.455
H 0.856065 1.241654 2.598003 -0.168 -0.780 0.375
H 0.462669 -0.404490 1.881649 -0.910 -2.990 1.500
H 1.388396 1.737156 -1.629911 2.594 -0.459 0.807
N -1.857932 -2.407317 0.793207 0.076 0.010 0.053
C -1.667182 -3.641722 0.278784 0.511 1.845 -1.037
H 2.389836 1.430259 0.588952 0.184 0.054 0.406
O 0.138319 2.840932 -2.391736 -4.022 1.553 1.299
Cl -2.130921 0.281165 2.354973 -0.515 -0.176 -0.061
H 1.305082 -0.201517 -0.381654 0.351 -1.267 -1.029
C 2.094323 0.477836 1.044089 0.155 0.184 0.107
C 0.029565 2.258794 0.063695 -0.631 0.177 -0.554
H -0.434763 -2.962285 -2.697346 -0.345 0.594 0.876
N -0.804577 -1.503031 -1.116955 -0.120 -0.760 -1.691
H -0.850347 3.209379 -2.258562 3.299 -1.305 -0.558
```
Forces are in eV/Å.

As for the HOMO energy: -8.46 eV. For the energy above the lowest of the compared OMol25 structures with the same formula, charge and spin, the calculation gives 98.77 kcal per mole. The energy comes out at -1158.17011 a.u. As for the total charge: 0. Its orbital gap is 8.2 eV. For the LUMO energy, the calculation gives -0.3 eV.

Atom charges from the natural (NBO) analysis, given in e for atoms 1 to 4: atom 1 (C): -0.261, atom 2 (H): 0.182, atom 3 (N): -0.296, atom 4 (C): -0.111

=====

No. 5
DFT (ωB97M-V with the def2-TZVPD basis set) results for the ion C7H12ClN6 with charge +1.

The geometry in XYZ format:
```
26
Properties=species:S:1:pos:R:3:forces:R:3
C -1.427069 -0.221364 -0.497571 0.140 -0.337 0.483
H -3.101805 -1.534063 -0.854298 -0.002 -0.034 0.081
H -2.959745 0.435229 0.870161 -0.057 -0.048 -0.010
N 1.685323 -0.887169 1.136361 -0.422 0.811 1.057
C 2.362464 1.034283 -0.084798 -3.052 0.084 -0.712
N -2.426951 1.225011 -2.408085 -0.300 0.487 -0.616
C -2.028407 -1.622339 -0.697646 0.019 -0.004 -0.090
Cl 1.017138 0.227592 2.780345 0.288 -0.527 -0.494
C -1.874667 0.372542 0.842530 -0.078 0.079 -0.039
H 0.000706 -1.848114 0.734938 0.308 0.073 0.251
H 2.003062 -1.671377 1.714919 0.025 0.124 -0.171
H -1.605414 -2.112400 -1.571308 0.019 -0.066 -0.090
N 0.684414 -1.217859 0.323277 -0.301 -0.606 0.003
H -0.572231 2.373453 -1.148947 -0.073 -0.317 0.020
C 0.126916 -0.266579 -0.624950 -0.415 0.692 -0.999
H -1.479134 1.374566 0.987385 0.033 0.025 0.065
C -1.957048 0.605716 -1.572917 0.259 -0.258 0.143
H 0.367821 -0.644003 -1.634342 -0.057 -0.001 0.231
H -1.551621 -0.255339 1.668922 0.014 -0.053 0.088
N 0.374902 2.230514 -0.810865 0.126 0.692 -0.082
H 3.570289 -0.189558 1.074264 -0.331 -0.215 0.251
H 4.087627 1.952039 -0.087162 0.096 -0.166 0.150
N 3.108476 1.978854 -0.351154 0.440 0.321 -0.141
N 2.685970 -0.186037 0.569678 0.998 -0.096 -0.438
C 0.792243 1.100670 -0.535862 2.322 -0.572 0.934
H -1.883258 -2.254269 0.177125 -0.001 -0.087 0.126
```
Forces are in eV/Å.

As for the HOMO energy: -13.90 eV. For the energy above the lowest of the compared OMol25 structures with the same formula, charge and spin, the calculation gives 1.27 kcal per mole. The energy comes out at -1062.23904 a.u. As for the total charge: +1. Its orbital gap is 7.4 eV. For the LUMO energy, the calculation gives -6.5 eV.

Atom charges from the natural (NBO) analysis, given in e for atoms 1 to 4: atom 1 (C): -0.153, atom 2 (H): 0.263, atom 3 (H): 0.251, atom 4 (N): 0.041

=====

No. 6
DFT (ωB97M-V with the def2-TZVPD basis set) results for the molecule C7H12F3NO2.

The geometry in XYZ format:
```
25
Properties=species:S:1:pos:R:3:forces:R:3
H 2.893416 1.927849 0.345506 -1.005 -0.286 0.615
H 3.012075 -0.837234 -1.996272 -0.756 0.302 -0.630
N -2.387495 -2.389342 0.177960 1.381 -1.904 0.391
C 2.931627 0.080627 -1.406428 -0.777 -1.105 0.300
O 1.596417 0.004471 -0.790218 1.494 0.052 -0.174
H -0.257091 0.949127 1.597083 -1.347 1.384 2.653
H -0.431609 -2.199457 0.593531 -0.129 0.871 0.375
H 0.034082 -0.402599 -1.629179 -0.369 0.099 0.554
C 2.073123 1.609006 1.069114 1.414 1.279 -2.988
H 3.763707 -0.220244 -0.746731 -0.305 1.407 0.470
O -0.910095 -0.472270 -1.394872 -0.001 0.183 -0.567
F -3.454645 0.122314 -0.699697 -0.168 -0.617 0.980
F -2.741452 0.951587 1.257423 -0.815 -0.323 0.325
C -1.139132 -0.129460 -0.061564 -0.935 -2.325 0.856
C 1.188000 0.662920 0.379716 0.167 -0.617 -2.011
C -0.098682 0.586397 0.667189 1.367 -0.933 -1.929
H -3.211403 -2.003747 0.450119 -3.268 0.824 0.089
H 1.482637 2.500567 1.198650 0.143 0.301 0.853
H 3.025032 0.965038 -2.069902 0.258 -0.445 0.823
F -2.391347 1.906816 -0.625276 0.890 0.310 0.164
C -1.377778 -1.640400 0.758900 1.771 2.535 0.365
H -1.530833 -1.397077 1.878211 0.124 -0.625 -1.774
H 2.638384 1.261928 1.866656 0.514 -0.641 1.953
H -2.261229 -2.540414 -0.800390 -0.199 0.180 -0.487
C -2.445704 0.703596 -0.019540 0.551 0.096 -1.204
```
Forces are in eV/Å.

As for the HOMO energy: -8.05 eV. For the energy above the lowest of the compared OMol25 structures with the same formula, charge and spin, the calculation gives 16.58 kcal per mole. The energy comes out at -778.68494 a.u. As for the total charge: 0. Its orbital gap is 8.6 eV. For the LUMO energy, the calculation gives 0.6 eV.

Atom charges from the natural (NBO) analysis, given in e for atoms 1 to 4: atom 1 (H): 0.222, atom 2 (H): 0.205, atom 3 (N): -0.825, atom 4 (C): -0.279

=====

Number 3 is which compound? C7H12ClFO

=====

What is the total charge in the fourth record? 0

=====

The highest energy belongs to which entry? C7H12F3NO2